{
  "formula": "C2H2N2P2",
  "method": "ωB97M-V/def2-TZVPD",
  "elements": ["C", "C", "N", "N", "P", "P", "H", "H"],
  "positions_angstrom": [[1.98528, -0.67716, -0.00621], [-2.29799, -0.10509, -0.06499], [2.40500, -1.72901, 0.18537], [-3.24187, -0.70252, -0.31208], [-0.88990, 1.00379, 0.36292], [1.45236, 0.98971, -0.17237], [-0.68971, 0.31656, 1.56800], [1.27684, 0.90372, -1.56064]],
  "nbo_charge": [-0.10, -0.05, -0.25, -0.28, 0.26, 0.38, 0.01, 0.02],
  "spin_multiplicity": 1,
  "e_homo_ev": -10.16,
  "orbital_gap_ha": 0.3125,
  "e_above_lowest_ev": 0.7676,
  "smiles": "N#C[PH]#[PH]C#N"
}

***

{
  "formula": "C26H35N3O8",
  "method": "ωB97M-V/def2-TZVPD",
  "elements": ["C", "H", "O", "C", "C", "C", "C", "C", "C", "O", "C", "H", "H", "H", "O", "C", "H", "H", "H", "H", "C", "O", "N", "H", "C", "H", "H", "C", "N", "C", "C", "N", "C", "O", "C", "C", "C", "C", "C", "C", "H", "O", "C", "H", "H", "H", "O", "C", "H", "H", "H", "O", "C", "H", "H", "H", "H", "C", "C", "H", "H", "H", "H", "H", "H", "H", "H", "H", "H", "H", "H", "H"],
  "positions_angstrom": [[-4.99958, -2.31168, 0.01887], [-5.17847, -1.37212, -0.50896], [-3.63238, -2.66185, 0.02138], [-2.69519, -1.90049, 0.64897], [-1.40707, -2.42642, 0.57002], [-0.32198, -1.78827, 1.14449], [-0.52414, -0.59099, 1.82723], [-1.79513, -0.04890, 1.91780], [-2.90546, -0.69738, 1.33332], [-4.18746, -0.22630, 1.50604], [-4.47678, 1.09231, 1.07473], [-4.17436, 1.24436, 0.03526], [-3.99407, 1.83750, 1.70817], [-5.55895, 1.18810, 1.15990], [-2.06327, 1.11418, 2.57929], [-1.01854, 1.74678, 3.28730], [-1.46215, 2.64633, 3.71292], [-0.65164, 1.11063, 4.09851], [-0.18410, 2.01992, 2.63611], [0.29520, -0.07893, 2.30001], [1.00470, -2.44974, 0.99345], [1.11858, -3.55589, 0.48609], [2.08623, -1.77705, 1.45790], [2.01790, -0.79614, 1.67358], [3.41252, -2.32977, 1.32970], [4.00615, -2.01413, 2.19050], [3.31431, -3.41787, 1.34339], [4.09224, -1.91951, 0.01145], [3.99312, -0.49200, -0.19070], [4.05870, -0.02480, -1.55812], [3.42447, 1.39247, -1.59277], [3.16668, 1.81447, -0.23881], [1.97663, 1.67359, 0.39484], [1.87706, 1.82339, 1.60620], [0.75698, 1.39619, -0.41699], [0.60165, 0.20261, -1.10422], [-0.60139, -0.11707, -1.72668], [-1.67970, 0.77515, -1.63523], [-1.50372, 1.99436, -0.94777], [-0.29921, 2.29406, -0.33779], [-0.16048, 3.21396, 0.20542], [-2.59556, 2.81013, -0.93967], [-2.53422, 3.99237, -0.18042], [-1.78216, 4.68544, -0.57227], [-2.32241, 3.78218, 0.87237], [-3.52023, 4.44615, -0.26700], [-2.93957, 0.61123, -2.12762], [-3.30186, -0.53692, -2.86397], [-3.17691, -1.45138, -2.28241], [-2.72979, -0.61806, -3.79036], [-4.35598, -0.39202, -3.10324], [-0.77860, -1.26976, -2.44007], [0.29896, -2.16538, -2.58619], [1.15553, -1.68402, -3.07127], [-0.07791, -2.95645, -3.23289], [0.60450, -2.60229, -1.63321], [1.40917, -0.50805, -1.10804], [4.36848, 1.77809, 0.56762], [4.85911, 0.31217, 0.64713], [5.91461, 0.24123, 0.32739], [4.79048, -0.04907, 1.67243], [4.12129, 2.16563, 1.55574], [5.11722, 2.42450, 0.10402], [2.49419, 1.40317, -2.15849], [4.11574, 2.11003, -2.04641], [5.09802, 0.01402, -1.92999], [3.50153, -0.70911, -2.19988], [5.13466, -2.28113, 0.01239], [3.56163, -2.41257, -0.80630], [-1.26503, -3.35915, 0.04780], [-5.39854, -2.23920, 1.03193], [-5.49426, -3.12476, -0.51394]],
  "nbo_charge": [-0.24, 0.17, -0.50, 0.26, -0.18, -0.15, -0.32, 0.34, 0.17, -0.52, -0.26, 0.20, 0.19, 0.18, -0.52, -0.27, 0.19, 0.18, 0.21, 0.23, 0.67, -0.65, -0.62, 0.41, -0.23, 0.19, 0.24, -0.22, -0.46, -0.24, -0.22, -0.42, 0.70, -0.66, -0.14, -0.30, 0.25, 0.28, 0.26, -0.25, 0.22, -0.49, -0.25, 0.18, 0.18, 0.20, -0.50, -0.24, 0.20, 0.18, 0.18, -0.51, -0.26, 0.17, 0.20, 0.21, 0.24, -0.24, -0.24, 0.17, 0.21, 0.25, 0.20, 0.23, 0.20, 0.17, 0.21, 0.17, 0.21, 0.24, 0.19, 0.19],
  "spin_multiplicity": 1,
  "e_homo_ev": -7.86,
  "orbital_gap_ha": 0.3152,
  "smiles": "COc1cc(C(=O)NCCN2CCN(C(=O)c3cc(OC)c(OC)c(OC)c3)CC2)cc(OC)c1OC"
}

***

{
  "formula": "C11H29ClN3O2PSi",
  "method": "ωB97M-V/def2-TZVPD",
  "elements": ["C", "C", "C", "Si", "C", "C", "O", "Cl", "H", "H", "H", "H", "H", "H", "H", "H", "H", "H", "H", "O", "P", "N", "C", "C", "N", "C", "C", "N", "C", "C", "H", "H", "H", "H", "H", "H", "H", "H", "H", "H", "H", "H", "H", "H", "H", "H", "H", "H"],
  "positions_angstrom": [[0.52994, -1.58030, 4.96059], [0.73456, -1.29845, 3.47718], [0.34788, 0.12987, 3.00335], [-0.91816, 1.03335, 4.05162], [-2.57452, 0.10230, 4.22154], [-2.68028, -1.09312, 3.35568], [-2.63842, -2.21845, 3.73578], [-2.90588, -0.78459, 1.60841], [-0.51306, -1.71966, 5.24077], [1.01405, -0.81604, 5.56626], [1.03243, -2.51328, 5.21870], [1.80314, -1.41347, 3.28856], [0.25781, -2.05307, 2.85421], [0.01832, 0.06544, 1.96654], [1.25430, 0.73821, 3.01783], [-1.18452, 2.35663, 3.44269], [-0.37113, 1.27437, 5.40077], [-2.73172, -0.22115, 5.24723], [-3.36919, 0.80938, 3.98446], [2.32755, 0.46872, -3.85437], [1.25956, 0.36278, -2.80960], [0.96675, -1.31589, -2.76474], [-0.31163, -1.97052, -2.62146], [2.03351, -2.07426, -2.13636], [-0.01423, 1.23082, -3.61706], [-0.74563, 0.58914, -4.70143], [0.44082, 2.55579, -4.02452], [0.62359, 0.73064, -1.19716], [-0.76138, 1.11856, -1.01512], [1.49742, 1.62355, -0.41624], [-0.67951, -1.97800, -1.58242], [-0.22022, -3.00961, -2.94556], [-1.07475, -1.52806, -3.25478], [1.94482, -2.07256, -1.03831], [3.00723, -1.65639, -2.39856], [2.02486, -3.10807, -2.48521], [-0.09528, 0.05644, -5.40598], [-1.31033, 1.33717, -5.25973], [-1.49117, -0.10480, -4.31316], [1.07024, 2.52257, -4.92018], [1.02505, 3.02582, -3.22794], [-0.42023, 3.19945, -4.21711], [-0.97152, 2.14048, -1.34768], [-0.99334, 1.05383, 0.05239], [-1.44676, 0.44543, -1.52432], [1.48539, 2.65343, -0.79686], [2.52943, 1.26462, -0.44998], [1.19423, 1.64098, 0.63127]],
  "nbo_charge": [-0.63, -0.40, -0.87, 1.13, -0.96, 0.58, -0.51, -0.10, 0.21, 0.20, 0.22, 0.20, 0.21, 0.24, 0.24, -0.17, -0.17, 0.27, 0.28, -1.00, 2.31, -0.79, -0.40, -0.42, -0.81, -0.41, -0.41, -0.75, -0.39, -0.42, 0.17, 0.20, 0.20, 0.17, 0.22, 0.20, 0.19, 0.20, 0.19, 0.19, 0.19, 0.19, 0.18, 0.20, 0.21, 0.17, 0.21, 0.20],
  "spin_multiplicity": 1,
  "e_homo_ev": -8.41,
  "orbital_gap_ha": 0.3277,
  "smiles": "CN(C)P(=O)(N(C)C)N(C)C.CCC[SiH2]CC(=O)Cl"
}

***

{
  "formula": "C22H18AuF2N6O",
  "method": "ωB97M-V/def2-TZVPD",
  "elements": ["Au", "N", "C", "C", "C", "C", "C", "C", "C", "C", "C", "C", "C", "C", "N", "C", "C", "C", "C", "N", "H", "H", "H", "H", "H", "H", "H", "H", "H", "H", "F", "C", "F", "H", "C", "N", "C", "C", "C", "N", "C", "O", "N", "H", "H", "H", "H", "H", "H", "H"],
  "positions_angstrom": [[0.81968, -0.80316, -1.15759], [-7.69294, 3.03380, 3.06105], [-6.70967, 2.69044, 2.57624], [-5.48424, 2.25331, 1.97672], [-5.15689, 0.89786, 1.97597], [-3.96307, 0.47865, 1.41919], [-3.09524, 1.40026, 0.83915], [-3.43364, 2.75070, 0.82881], [-4.61650, 3.18026, 1.40230], [-1.80560, 0.94149, 0.26086], [-1.64024, 1.03658, -1.12466], [-2.58124, 1.54963, -2.05524], [-2.03384, 1.42885, -3.31595], [-0.77598, 0.83294, -3.14797], [-0.52911, 0.62638, -1.85497], [-0.85340, 0.47495, 1.16931], [-0.92757, 0.54577, 2.59132], [0.26221, 0.06256, 3.08199], [1.03617, -0.29245, 1.95640], [0.38240, -0.04005, 0.82947], [-5.84006, 0.18489, 2.41650], [-3.70760, -0.57317, 1.42081], [-2.75548, 3.46884, 0.38546], [-4.87326, 4.23060, 1.40817], [-3.53587, 1.97624, -1.79665], [-2.46766, 1.71907, -4.25801], [-0.06153, 0.57692, -3.91572], [-1.76378, 0.92185, 3.15737], [0.56574, -0.01011, 4.11342], [2.04033, -0.69192, 1.94115], [0.71508, -2.36808, -3.61494], [-0.06232, -2.26068, -2.54286], [-1.26173, -1.85857, -2.91726], [-0.12459, -3.20346, -1.99640], [4.37132, -4.10422, -0.20624], [4.42896, -2.64464, -0.28630], [5.56223, -1.94089, -0.03769], [5.59291, -0.58945, -0.09647], [4.38307, 0.07408, -0.45308], [3.28605, -0.63487, -0.70528], [3.27606, -1.96566, -0.59839], [2.19892, -2.58542, -0.77352], [4.30229, 1.40121, -0.53320], [5.32610, -4.48871, 0.13845], [4.14032, -4.52172, -1.18466], [3.58285, -4.39700, 0.48367], [6.43724, -2.52377, 0.21269], [6.49900, -0.04579, 0.12087], [5.10622, 1.98007, -0.36966], [3.43789, 1.82563, -0.82461]],
  "nbo_charge": [1.21, -0.26, 0.26, -0.16, -0.15, -0.19, -0.09, -0.15, -0.16, 0.23, -0.03, -0.16, -0.31, 0.03, -0.51, -0.02, -0.17, -0.32, 0.05, -0.64, 0.24, 0.23, 0.22, 0.24, 0.24, 0.24, 0.22, 0.24, 0.24, 0.19, -0.32, 0.48, -0.31, 0.17, -0.41, -0.38, 0.13, -0.36, 0.48, -0.64, 0.76, -0.68, -0.73, 0.22, 0.23, 0.24, 0.24, 0.25, 0.42, 0.42],
  "spin_multiplicity": 1,
  "e_homo_ev": -10.58,
  "orbital_gap_ha": 0.2266,
  "e_above_lowest_ev": 1.0641,
  "total_charge": 1
}

***

{
  "formula": "C47H40F5N4O3PRu",
  "method": "ωB97M-V/def2-TZVPD",
  "elements": ["Ru", "C", "C", "C", "N", "C", "C", "C", "C", "C", "C", "C", "N", "C", "C", "C", "N", "C", "C", "C", "C", "C", "C", "C", "N", "C", "C", "H", "H", "H", "H", "H", "H", "H", "H", "H", "H", "H", "H", "H", "H", "H", "H", "H", "H", "H", "H", "H", "H", "H", "H", "H", "H", "O", "C", "O", "C", "C", "C", "C", "C", "C", "P", "C", "C", "C", "C", "C", "C", "C", "C", "C", "C", "C", "C", "H", "H", "H", "H", "H", "H", "H", "H", "H", "H", "H", "H", "H", "H", "F", "C", "C", "F", "C", "F", "C", "O", "C", "F", "C", "F"],
  "positions_angstrom": [[-0.92559, -0.52004, -0.22287], [-0.77169, -4.78927, 0.61629], [-1.21044, -3.91733, -0.56853], [-2.60712, -3.31650, -0.39723], [-2.53457, -2.11473, 0.39472], [-3.62336, -1.52469, 0.79631], [-4.92898, -1.95763, 0.41667], [-6.14682, -1.73714, 1.00076], [-6.43575, -1.08178, 2.20055], [-5.56970, -0.27848, 2.91928], [-4.30003, 0.14087, 2.57997], [-3.42935, -0.26215, 1.54330], [-2.34309, 0.40022, 1.22426], [-2.16968, 1.79128, 1.52142], [-0.71511, 2.09187, 1.89075], [0.20232, 2.61384, 0.77022], [1.99854, 0.65453, 1.74098], [2.80575, -0.44184, 1.88268], [4.17108, -0.27596, 1.80081], [5.20404, -1.21262, 1.86209], [5.12961, -2.49753, 2.34383], [3.99526, -3.10388, 2.90386], [2.68147, -2.74593, 2.80073], [2.05354, -1.69201, 2.04456], [0.80401, -1.70310, 1.67371], [-0.01680, -2.84092, 2.05807], [0.38598, -4.17776, 1.40239], [-0.46805, -5.77816, 0.25952], [-1.61335, -4.93796, 1.29879], [-1.19093, -4.50622, -1.48601], [-0.50195, -3.08138, -0.69962], [-3.27663, -4.05360, 0.07366], [-3.01398, -3.08198, -1.39273], [-4.94355, -2.53932, -0.49688], [-6.99598, -2.19652, 0.50448], [-7.44378, -1.18353, 2.58547], [-5.96958, 0.14829, 3.83372], [-3.88588, 0.88381, 3.25129], [-2.83284, 2.14282, 2.32281], [-2.44367, 2.34431, 0.61699], [-0.31769, 1.18229, 2.34533], [-0.69979, 2.86343, 2.66722], [2.17756, 3.33735, 0.57124], [-0.27723, 3.50113, 0.33603], [4.47679, 0.73485, 1.56320], [6.17673, -0.86152, 1.53936], [6.04588, -3.07436, 2.38020], [4.19524, -4.01094, 3.46865], [1.99122, -3.37745, 3.34053], [-1.03850, -2.59103, 1.76158], [-0.00829, -2.93765, 3.15431], [0.70936, -4.89671, 2.16094], [1.22872, -4.00941, 0.72585], [-2.76588, 2.59537, -2.80952], [-1.69080, 2.47048, -2.25404], [-1.45023, 1.80729, -1.17426], [-0.44518, 3.13841, -2.73927], [-0.45323, 4.04846, -3.78251], [0.72407, 4.67837, -4.13738], [1.89014, 4.36927, -3.45241], [1.89737, 3.42260, -2.44371], [0.72094, 2.78670, -2.05422], [0.49863, 1.50115, -0.74504], [1.52418, 3.04374, 1.41364], [2.22628, 1.93204, 2.14735], [3.05902, 2.23581, 3.20981], [3.08013, 3.49950, 3.78113], [2.17544, 4.48726, 3.33435], [1.37838, 4.26589, 2.26671], [2.36543, 0.94714, -0.81632], [3.60983, 1.57373, -0.72169], [4.76758, 0.95761, -1.17038], [4.72872, -0.31919, -1.70113], [3.51944, -0.99032, -1.74742], [2.37065, -0.35977, -1.31010], [-1.38939, 4.25143, -4.28413], [0.74149, 5.39676, -4.94353], [2.81667, 4.86203, -3.71792], [2.84100, 3.19469, -1.98227], [1.09388, 0.41765, 1.31582], [3.62656, 1.44316, 3.67594], [3.70031, 3.69320, 4.64157], [2.09396, 5.41071, 3.89107], [0.65736, 5.00260, 1.94527], [3.72106, 2.55474, -0.27511], [5.70734, 1.49374, -1.10768], [5.63569, -0.78554, -2.06043], [3.46590, -1.99163, -2.15403], [1.42114, -0.90539, -1.34119], [-2.34939, -1.44456, -7.08056], [-2.48081, -1.19445, -5.75417], [-3.68634, -0.71898, -5.23767], [-4.72224, -0.52807, -6.08491], [-3.84125, -0.48146, -3.88930], [-5.05194, -0.09333, -3.43736], [-2.78419, -0.67888, -2.94387], [-2.88823, -0.49098, -1.71096], [-1.59114, -1.18372, -3.54247], [-0.55845, -1.44357, -2.67148], [-1.42776, -1.44106, -4.88285], [-0.26547, -1.95249, -5.34685]],
  "lowdin_spin": [-0.02, 0.00, 0.00, 0.00, 0.00, 0.00, 0.00, 0.00, 0.00, 0.00, 0.00, 0.00, 0.00, 0.00, 0.01, 0.01, 0.06, 0.00, 0.03, 0.00, 0.04, 0.01, 0.03, 0.00, 0.00, 0.00, 0.00, 0.00, 0.00, 0.00, 0.00, 0.00, 0.00, 0.00, 0.00, 0.00, 0.00, 0.00, 0.00, 0.00, 0.00, 0.00, 0.04, 0.00, 0.00, 0.00, 0.00, 0.00, 0.00, 0.00, 0.00, 0.00, 0.00, -0.01, 0.00, -0.02, 0.00, 0.00, 0.00, 0.00, 0.00, 0.00, 0.00, 0.06, 0.20, 0.00, 0.27, 0.01, 0.19, 0.00, 0.00, 0.00, 0.00, 0.00, 0.00, 0.00, 0.00, 0.00, 0.00, 0.01, -0.01, 0.02, -0.01, 0.01, 0.00, 0.00, 0.00, 0.00, 0.00, 0.00, 0.00, 0.00, 0.00, 0.00, 0.00, 0.00, 0.03, 0.00, 0.00, 0.00, 0.00],
  "spin_multiplicity": 2,
  "e_homo_ev": [-4.16, -4.17],
  "orbital_gap_ha": [0.2182, 0.2001],
  "s2": 1.2322,
  "total_charge": -1
}

***

{
  "formula": "C3H6NO2",
  "method": "ωB97M-V/def2-TZVPD",
  "elements": ["C", "C", "N", "H", "H", "H", "H", "H", "O", "C", "O", "H"],
  "positions_angstrom": [[1.78533, -0.84573, -1.68222], [0.45516, -0.68187, -1.62655], [-0.37054, -0.79821, -0.53871], [2.38958, -1.05095, -0.80933], [2.22789, -0.57942, -2.63070], [-0.03203, -0.26047, -2.50729], [0.17957, -0.89629, 0.30571], [-1.02256, -0.03791, -0.34987], [-1.52082, 0.91219, 1.28192], [-1.42105, 1.28508, 2.48861], [-2.24734, 1.18345, 3.40090], [-0.42320, 1.77012, 2.66753]],
  "nbo_charge": [-0.59, 0.05, -0.82, 0.19, 0.19, 0.17, 0.37, 0.44, -0.85, 0.63, -0.76, -0.01],
  "spin_multiplicity": 1,
  "e_homo_ev": -4.32,
  "orbital_gap_ha": 0.3031,
  "e_above_lowest_ev": 0.9786,
  "total_charge": -1
}

***

| no. | F_max (Eh/bohr) |
| --- | --- |
| 1 | 0.04557 |
| 2 | 0.01396 |
| 3 | 0.10419 |
| 4 | 0.05680 |
| 5 | 0.04910 |
| 6 | 0.02335 |